{"formula": "C38H49As3BiNO2P", "method": "wB97M-V/def2-TZVPD", "species": ["Bi", "C", "As", "C", "C", "C", "C", "C", "As", "C", "C", "C", "As", "C", "C", "H", "H", "H", "H", "H", "H", "H", "H", "H", "H", "H", "H", "H", "H", "H", "H", "H", "H", "H", "H", "H", "H", "H", "H", "H", "H", "H", "O", "C", "O", "C", "P", "C", "C", "C", "C", "C", "C", "C", "C", "C", "C", "C", "C", "H", "H", "H", "H", "H", "H", "H", "H", "H", "H", "H", "H", "N", "C", "C", "C", "C", "C", "C", "C", "C", "C", "C", "C", "C", "C", "H", "H", "H", "H", "H", "H", "H", "H", "H", "H"], "xyz": [[0.36758, 0.18971, -0.70385], [2.85917, 3.50557, -1.24869], [1.14995, 3.02307, -0.48279], [1.48328, 3.44296, 1.38215], [0.09385, 4.54176, -1.12373], [-1.40344, 4.65602, -0.77101], [-1.55088, 4.99585, 0.71542], [-2.14784, 3.36123, -1.13878], [-2.05938, 1.79514, 0.04741], [-3.11381, 0.64311, -1.12662], [-3.41111, 2.10748, 1.38697], [-1.93962, 5.80258, -1.66018], [-3.72954, 6.66741, -1.53471], [-3.45681, 7.74613, 0.08299], [-4.94945, 5.34509, -0.74724], [3.07130, 4.54977, -1.02425], [2.83924, 3.35846, -2.32688], [3.62510, 2.86219, -0.81986], [1.52036, 4.52378, 1.49857], [2.44255, 3.00747, 1.65762], [0.71184, 3.03167, 2.02918], [0.20666, 4.50252, -2.21083], [0.62615, 5.43200, -0.77879], [-1.10319, 4.22552, 1.34859], [-2.59597, 5.08471, 1.00146], [-1.05845, 5.94212, 0.94981], [-1.79491, 2.99831, -2.10948], [-3.21178, 3.55319, -1.25320], [-4.06137, 1.13714, -1.34034], [-3.28814, -0.31395, -0.63435], [-2.59225, 0.47459, -2.07070], [-4.27101, 2.56203, 0.89993], [-3.04299, 2.74313, 2.18705], [-3.68176, 1.13397, 1.79198], [-1.85706, 5.49222, -2.70515], [-1.27186, 6.66535, -1.55931], [-2.51202, 8.28331, -0.00133], [-3.45274, 7.15140, 0.99448], [-4.25706, 8.48187, 0.14751], [-5.21115, 4.57823, -1.47588], [-5.86087, 5.89325, -0.50682], [-4.57757, 4.88275, 0.16459], [-2.62137, -2.25481, 0.37198], [-1.42906, -2.09154, 0.48771], [-0.87982, -0.92003, 0.80240], [-0.47835, -3.27253, 0.32582], [1.15792, -2.78735, -0.33051], [0.90694, -2.80348, -2.14563], [-0.36792, -2.81917, -2.71573], [-0.53139, -2.64177, -4.08715], [0.57305, -2.44310, -4.90055], [1.84668, -2.41425, -4.34202], [2.01172, -2.57967, -2.97594], [2.19088, -4.25343, 0.00710], [2.56680, -5.19092, -0.94930], [3.33932, -6.28693, -0.58283], [3.73711, -6.45711, 0.73481], [3.35861, -5.52918, 1.69668], [2.59652, -4.42976, 1.33283], [-0.95891, -4.05637, -0.25468], [-0.28743, -3.67090, 1.32582], [-1.24568, -2.98374, -2.09873], [-1.52496, -2.66934, -4.51681], [0.44585, -2.31515, -5.96757], [2.71186, -2.25944, -4.97447], [3.00898, -2.54498, -2.54751], [2.24919, -5.08541, -1.97812], [3.62390, -7.01391, -1.33271], [4.33750, -7.31403, 1.01328], [3.66090, -5.65926, 2.72836], [2.30999, -3.70299, 2.08608], [2.30578, 0.44937, 0.05128], [3.09253, 0.09440, 0.98364], [2.65628, -0.46463, 2.30000], [3.50840, -1.28525, 3.03958], [3.10644, -1.79507, 4.26524], [1.84894, -1.48792, 4.76806], [0.98869, -0.68028, 4.03502], [1.39441, -0.17110, 2.81227], [4.55814, 0.29565, 0.73351], [5.42101, 0.72018, 1.74188], [6.76233, 0.94727, 1.46472], [7.25494, 0.73417, 0.18497], [6.39964, 0.30778, -0.82576], [5.05750, 0.09819, -0.55365], [4.47923, -1.55246, 2.64037], [3.77559, -2.43552, 4.82617], [1.54148, -1.87269, 5.73236], [0.00290, -0.44622, 4.41682], [0.71814, 0.45912, 2.25065], [5.04241, 0.89545, 2.74206], [7.42356, 1.28572, 2.25241], [8.30411, 0.89914, -0.02564], [6.78183, 0.14022, -1.82482], [4.37782, -0.22076, -1.33510]], "gap_ev": 7.2, "total_charge": 1, "homo_energy_ev": -10.61}